Entry 1:
A molecular structure, C45H56BBr3F3N2O5 at a distorted geometry. Source: OMol25; level of theory: ωB97M-V/def2-TZVPD.

The geometry in XYZ format:
```
115
Properties=species:S:1:pos:R:3
C -5.651 -1.322 -4.045
C -5.430 -0.355 -2.971
C -4.838 1.120 -3.273
C -3.306 1.048 -3.774
C -2.125 1.500 -2.739
C -1.863 0.319 -1.700
C -2.999 0.086 -0.586
C -3.385 -1.487 -0.382
C -2.095 -2.426 -0.174
N -2.103 -3.459 -1.291
O -2.008 2.879 -2.378
C -1.620 3.103 -0.999
C -1.250 4.689 -0.893
O 0.018 4.784 -0.157
C -0.015 5.878 0.793
C -0.839 5.510 2.147
C -0.920 1.312 -3.846
C 0.578 1.234 -3.290
C 1.150 -0.255 -3.047
O 0.698 -1.299 -3.564
C 2.389 -0.334 -1.996
C 3.827 -0.743 -2.389
C 4.957 -0.738 -1.296
C 4.719 -0.328 0.187
C 3.274 0.072 0.586
C 2.131 0.068 -0.494
N -1.390 1.246 -5.106
B -0.298 1.003 -6.115
O 0.283 -0.284 -6.347
O 0.178 2.095 -6.957
C 1.461 2.600 -6.497
C -2.901 1.416 -5.273
Br -3.561 0.149 -6.685
C -3.044 2.869 -5.916
Br -2.913 2.853 -7.944
C -4.382 3.708 -5.667
C -4.616 4.257 -4.181
Br -6.030 2.880 -6.492
H -6.714 -1.506 -4.416
H -4.811 -1.894 -4.566
H -5.722 -0.686 -1.920
H -5.566 1.600 -4.003
H -4.846 1.793 -2.331
H -3.133 -0.100 -3.775
H -1.761 -0.683 -2.273
H -0.868 0.414 -1.117
H -3.938 0.720 -0.699
H -2.532 0.396 0.429
H -4.077 -1.583 0.542
H -3.975 -1.924 -1.255
H -2.105 -2.983 0.838
H -1.103 -1.865 -0.252
H -3.045 -3.888 -1.291
H -2.090 -2.898 -2.169
H -0.678 2.560 -0.657
H -2.528 2.955 -0.323
H -0.992 5.051 -1.962
H -2.078 5.307 -0.412
H 1.069 6.062 1.148
H -0.421 6.801 0.258
H -1.947 5.502 1.836
H -0.586 4.442 2.476
H -0.608 6.263 2.976
H 1.336 1.873 -3.879
H 0.554 1.714 -2.237
H 4.093 -1.027 -3.464
H 6.032 -1.008 -1.582
H 5.551 -0.303 0.971
H 3.070 0.397 1.656
H 1.101 0.414 -0.111
H 1.213 -0.334 -6.036
H 1.904 3.346 -7.252
H 1.249 3.213 -5.537
H 2.164 1.732 -6.252
H -2.159 3.542 -5.599
H -4.250 4.658 -6.315
H -4.982 5.352 -4.271
H -3.600 4.315 -3.666
H -5.426 3.719 -3.584
F -0.114 -1.412 2.314
C 0.503 -2.562 2.631
C 0.303 -3.122 3.883
C 0.940 -4.315 4.207
C 1.778 -4.929 3.279
C 1.975 -4.355 2.026
C 1.329 -3.167 1.697
H -0.347 -2.626 4.594
H 0.785 -4.767 5.182
H 2.278 -5.857 3.534
H 2.630 -4.833 1.306
H 1.463 -2.710 0.723
F 5.012 -5.966 3.117
C 5.555 -5.135 4.023
C 6.922 -4.910 4.006
C 7.484 -4.045 4.941
C 6.672 -3.424 5.888
C 5.300 -3.662 5.898
C 4.737 -4.518 4.956
H 7.539 -5.408 3.267
H 8.552 -3.856 4.932
H 7.111 -2.753 6.619
H 4.669 -3.181 6.638
H 3.672 -4.707 4.944
F 2.882 -2.935 7.775
C 2.043 -1.925 8.062
C 2.340 -1.072 9.113
C 1.475 -0.023 9.407
C 0.317 0.153 8.653
C 0.026 -0.713 7.604
C 0.897 -1.755 7.302
H 3.242 -1.230 9.693
H 1.702 0.655 10.222
H -0.360 0.969 8.886
H -0.879 -0.577 7.020
H 0.691 -2.433 6.483
```

The total charge is +1. For the HOMO energy, the calculation gives -10.170 eV. The LUMO energy is -4.008 eV. Its HOMO-LUMO gap is 6.16 eV. The molar mass is 1012.47 u. For the total energy, the calculation gives -10279.84948 a.u.

Entry 2:
A molecular structure, C45H57AsN2PdS2SbSi2. Source: OMol25; level of theory: ωB97M-V/def2-TZVPD.

The geometry in XYZ format:
```
111
Properties=species:S:1:pos:R:3
Pd 0.720 0.579 2.212
S -0.094 -1.510 1.179
C 1.015 -2.182 -0.007
N 0.838 -3.474 -0.374
C 1.855 -4.065 -1.235
C 2.244 -3.067 -2.300
N 2.707 -1.847 -1.651
C 3.630 -1.032 -2.442
C 2.957 -0.506 -3.689
C 1.772 0.217 -3.576
C 1.137 0.699 -4.708
C 1.682 0.465 -5.966
C 2.861 -0.253 -6.083
C 3.494 -0.740 -4.946
C 2.065 -1.380 -0.562
S 2.483 0.092 0.163
C -0.438 -4.195 -0.296
C -1.071 -4.268 -1.663
C -1.482 -3.093 -2.288
C -1.985 -3.131 -3.578
C -2.097 -4.344 -4.247
C -1.709 -5.518 -3.621
C -1.191 -5.478 -2.333
H 1.443 -4.964 -1.689
H 2.725 -4.344 -0.634
H 1.396 -2.856 -2.960
H 3.061 -3.455 -2.910
H 4.486 -1.655 -2.704
H 3.983 -0.218 -1.812
H 1.349 0.407 -2.597
H 0.218 1.264 -4.610
H 1.187 0.843 -6.850
H 3.289 -0.439 -7.058
H 4.415 -1.305 -5.041
H -1.086 -3.678 0.409
H -0.243 -5.194 0.098
H -1.410 -2.146 -1.763
H -2.293 -2.215 -4.062
H -2.491 -4.372 -5.254
H -1.803 -6.464 -4.136
H -0.881 -6.396 -1.847
C 0.286 4.224 -2.203
C -1.217 4.213 -2.303
C -1.862 5.294 -2.900
C -3.243 5.344 -3.001
C -4.006 4.301 -2.501
C -3.378 3.220 -1.902
C -1.992 3.163 -1.791
Sb -0.971 1.484 -0.913
C -0.457 2.591 0.899
C 0.915 2.876 1.024
C 1.389 3.868 1.883
C 0.490 4.591 2.642
C -0.869 4.333 2.523
C -1.364 3.366 1.654
C -2.856 3.257 1.510
C -2.733 0.284 -0.611
C -3.296 -0.001 -1.862
C -4.416 -0.801 -1.995
C -4.981 -1.368 -0.861
C -4.421 -1.112 0.377
C -3.304 -0.286 0.524
C -2.778 -0.059 1.916
H 0.710 5.024 -2.808
H 0.728 3.284 -2.545
H 0.613 4.384 -1.173
H -1.265 6.108 -3.295
H -3.719 6.193 -3.473
H -5.085 4.325 -2.578
H -3.987 2.410 -1.517
H 1.617 2.421 0.337
H 2.450 4.079 1.927
H 0.835 5.366 3.314
H -1.573 4.923 3.098
H -3.348 3.329 2.482
H -3.168 2.330 1.030
H -3.224 4.077 0.891
H -2.864 0.432 -2.762
H -4.842 -0.985 -2.972
H -5.852 -2.005 -0.941
H -4.861 -1.554 1.264
H -2.524 -1.009 2.394
H -3.531 0.426 2.540
H -1.884 0.571 1.921
C -1.545 1.495 4.655
Si 0.185 0.808 4.594
C 1.557 2.052 4.895
C 0.302 -0.368 6.055
As 0.724 -1.615 3.329
Si 3.146 -1.734 3.410
C 4.078 -0.114 3.281
C 3.758 -3.037 2.222
C 3.336 -2.384 5.159
H -1.663 1.988 5.625
H -2.273 0.684 4.607
H -1.769 2.214 3.871
H 1.230 2.683 5.728
H 1.810 2.703 4.064
H 2.458 1.524 5.212
H 0.186 0.254 6.949
H 1.266 -0.873 6.143
H -0.485 -1.120 6.069
H 4.746 -0.135 2.419
H 4.678 0.011 4.185
H 3.441 0.764 3.173
H 3.362 -2.928 1.218
H 3.504 -4.032 2.593
H 4.847 -2.970 2.157
H 3.232 -1.595 5.906
H 4.347 -2.790 5.259
H 2.638 -3.184 5.405
```

The total charge is +1. For the HOMO energy (alpha / beta), the calculation gives -9.609 / -10.242 eV. Its spin multiplicity is 3. The LUMO energy (alpha / beta) is -2.486 / -4.298 eV. Its HOMO-LUMO gap (alpha / beta) is 7.12 / 5.94 eV. The molar mass is 1049.37 u. The expectation value of S² is 2.013. For the total energy, the calculation gives -5837.57319 a.u.

Entry 3:
A molecular structure, C45H57N2O4P2S3SiTl at a distorted geometry. Source: OMol25; level of theory: ωB97M-V/def2-TZVPD.

The geometry in XYZ format:
```
115
Properties=species:S:1:pos:R:3
Tl 0.172 0.067 0.266
S 1.749 -2.004 2.045
P 1.146 -2.862 0.366
C 0.773 -1.860 -1.052
P 2.205 -1.258 -1.929
S 2.477 0.682 -1.908
C 1.822 -1.607 -3.675
C 2.816 -1.510 -4.642
C 2.474 -1.489 -5.982
C 1.140 -1.520 -6.360
C 0.149 -1.581 -5.396
C 0.487 -1.629 -4.057
C 3.784 -2.086 -1.523
C 4.462 -1.578 -0.420
C 5.696 -2.092 -0.072
C 6.258 -3.111 -0.825
C 5.578 -3.621 -1.919
C 4.340 -3.114 -2.273
C 2.253 -4.222 -0.128
C 3.363 -4.562 0.630
C 4.181 -5.595 0.209
C 3.887 -6.288 -0.953
C 2.761 -5.962 -1.694
C 1.939 -4.931 -1.281
C -0.378 -3.854 0.610
C -1.256 -4.066 -0.445
C -2.367 -4.868 -0.267
C -2.605 -5.457 0.964
C -1.723 -5.261 2.014
C -0.608 -4.461 1.838
H 3.852 -1.430 -4.337
H 3.248 -1.427 -6.733
H 0.874 -1.475 -7.406
H -0.891 -1.578 -5.692
H -0.274 -1.667 -3.290
H 4.012 -0.774 0.153
H 6.226 -1.692 0.780
H 7.228 -3.510 -0.558
H 6.018 -4.417 -2.504
H 3.803 -3.526 -3.117
H 3.589 -4.004 1.529
H 5.059 -5.850 0.786
H 4.542 -7.080 -1.285
H 2.531 -6.499 -2.604
H 1.063 -4.649 -1.848
H -1.071 -3.568 -1.384
H -3.050 -5.042 -1.088
H -3.483 -6.069 1.111
H -1.903 -5.745 2.964
H 0.086 -4.291 2.651
C -4.298 -2.048 0.947
C -2.897 -1.732 1.413
O -1.998 -1.427 0.644
N -2.720 -1.818 2.741
C -1.443 -1.556 3.378
C -1.255 -0.095 3.689
C -1.476 0.378 4.978
C -1.318 1.727 5.248
C -0.963 2.563 4.203
C -0.756 2.006 2.951
N -0.891 0.713 2.696
H -4.284 -2.289 -0.111
H -4.928 -1.174 1.094
H -4.712 -2.878 1.508
H -3.512 -2.023 3.328
H -0.657 -1.864 2.683
H -1.380 -2.151 4.291
H -1.738 -0.313 5.765
H -1.472 2.115 6.245
H -0.813 3.621 4.353
H -0.438 2.618 2.117
C -3.254 2.274 -2.773
C -2.753 1.300 -1.710
C -3.673 1.327 -0.487
C -2.665 -0.115 -2.281
O -1.434 1.641 -1.278
Si -0.842 3.143 -0.966
S 0.843 2.674 0.238
O -0.566 4.122 -2.220
C 0.414 4.270 -3.248
C -0.039 5.469 -4.089
C 0.476 2.992 -4.078
C 1.776 4.571 -2.627
O -2.004 3.868 -0.099
C -2.134 5.196 0.373
C -0.793 5.731 0.864
C -3.134 5.148 1.534
C -2.677 6.056 -0.768
H -4.272 2.019 -3.062
H -2.612 2.225 -3.648
H -3.236 3.287 -2.384
H -4.674 1.000 -0.756
H -3.709 2.333 -0.081
H -3.261 0.667 0.270
H -3.653 -0.481 -2.548
H -2.227 -0.773 -1.534
H -2.034 -0.118 -3.166
H -0.990 5.264 -4.573
H 0.706 5.697 -4.845
H -0.159 6.336 -3.445
H -0.480 2.807 -4.563
H 0.707 2.154 -3.425
H 1.251 3.057 -4.838
H 1.707 5.448 -1.988
H 2.512 4.766 -3.402
H 2.116 3.728 -2.032
H -0.374 5.063 1.610
H -0.917 6.719 1.297
H -0.094 5.786 0.036
H -2.794 4.443 2.289
H -4.108 4.826 1.174
H -3.233 6.129 1.988
H -1.981 6.026 -1.602
H -2.810 7.080 -0.435
H -3.636 5.667 -1.105
```

For the HOMO energy, the calculation gives -7.130 eV. The LUMO energy is -0.947 eV. Its HOMO-LUMO gap is 6.18 eV. The molar mass is 1080.58 u. For the total energy, the calculation gives -4498.92162 a.u.

Entry 4:
A molecular structure, C45H59Cl2N8O3SV at a distorted geometry. Source: OMol25; level of theory: ωB97M-V/def2-TZVPD.

The geometry in XYZ format:
```
119
Properties=species:S:1:pos:R:3
V 1.326 1.376 -0.676
C 5.663 2.307 0.308
C 6.196 1.132 -0.514
C 6.382 1.533 -1.980
C 5.444 -0.185 -0.379
C 6.227 -1.337 -0.358
C 5.683 -2.601 -0.173
C 4.312 -2.747 0.023
C 3.459 -1.661 0.012
C 1.917 -1.975 0.343
C 0.938 -1.928 -0.937
C 1.407 -1.139 1.498
C 4.047 -0.303 -0.262
N 3.229 0.844 -0.315
C 2.880 1.358 -1.584
C 2.095 2.647 -1.971
C 2.681 3.495 -2.904
C 1.764 4.492 -3.213
C 0.605 4.240 -2.481
N 0.789 3.153 -1.656
C -0.714 4.982 -2.616
C -1.674 4.129 -3.457
C -1.351 5.254 -1.267
C -0.507 6.326 -3.317
H 6.427 3.093 0.363
H 5.423 2.003 1.328
H 4.779 2.761 -0.134
H 7.201 0.951 -0.113
H 5.428 1.736 -2.468
H 6.880 0.739 -2.544
H 6.997 2.435 -2.059
H 7.305 -1.253 -0.469
H 6.330 -3.471 -0.149
H 3.918 -3.742 0.206
H 1.856 -3.010 0.704
H 0.853 -0.845 -1.402
H -0.054 -2.291 -0.662
H 1.323 -2.566 -1.739
H 1.242 0.015 1.216
H 2.102 -1.164 2.346
H 0.466 -1.563 1.832
H 3.264 0.845 -2.481
H 3.667 3.381 -3.333
H 1.913 5.287 -3.927
H -1.880 3.171 -2.975
H -1.253 3.914 -4.442
H -2.633 4.643 -3.605
H -1.596 4.333 -0.754
H -2.283 5.822 -1.382
H -0.686 5.831 -0.620
H -0.116 6.198 -4.329
H 0.195 6.957 -2.765
H -1.453 6.869 -3.400
O 1.609 1.359 1.022
Cl 3.721 -0.335 -3.117
C 2.278 -0.275 -2.027
H 2.341 -0.902 -1.215
H 1.350 -0.418 -2.540
S 0.396 1.410 -5.640
C 0.696 1.392 -3.993
N 0.907 1.383 -2.837
C -4.115 -2.397 4.468
C -4.514 -2.960 3.097
C -5.750 -2.183 2.617
C -4.983 -4.406 3.307
C -3.337 -2.877 2.044
O -3.814 -3.477 0.847
C -2.108 -3.638 2.557
C -1.021 -4.038 1.561
C -1.479 -5.078 0.547
C -1.565 -4.803 -0.814
C -1.980 -5.774 -1.714
C -2.312 -7.036 -1.257
Cl -2.829 -8.257 -2.382
C -2.232 -7.334 0.089
C -1.815 -6.359 0.983
C -3.071 -1.374 1.752
N -2.130 -0.877 0.755
C -0.971 -0.242 1.015
N -0.446 0.231 -0.102
C -1.402 -0.114 -1.029
N -2.441 -0.760 -0.560
H -4.956 -2.453 5.164
H -3.819 -1.349 4.410
H -3.293 -2.959 4.915
H -6.601 -2.371 3.275
H -6.041 -2.480 1.608
H -5.588 -1.105 2.625
H -5.845 -4.433 3.975
H -4.217 -5.033 3.768
H -5.289 -4.873 2.369
H -3.694 -4.431 0.892
H -2.417 -4.574 3.030
H -1.656 -3.043 3.357
H -0.192 -4.484 2.121
H -0.574 -3.178 1.076
H -1.319 -3.826 -1.188
H -2.043 -5.535 -2.768
H -2.486 -8.324 0.444
H -1.743 -6.612 2.036
H -2.751 -0.884 2.671
H -4.013 -0.927 1.442
H -0.575 -0.129 2.000
H -1.323 0.140 -2.077
N -3.668 3.076 1.332
C -2.880 4.027 1.913
O -3.388 4.881 2.630
C -1.426 3.984 1.648
C -0.604 4.938 2.221
C 0.764 4.894 1.964
C 1.259 3.898 1.150
N 0.491 2.946 0.575
C -0.829 3.017 0.832
H -4.651 3.129 1.527
H -3.350 2.339 0.730
H -1.019 5.708 2.858
H 1.432 5.628 2.396
H 2.317 3.826 0.931
H -1.406 2.245 0.349
```

The total charge is -2. For the HOMO energy (alpha / beta), the calculation gives -0.084 / -0.146 eV. Its spin multiplicity is 3. The LUMO energy (alpha / beta) is 3.209 / 3.208 eV. Its HOMO-LUMO gap (alpha / beta) is 3.29 / 3.35 eV. The molar mass is 913.94 u. The expectation value of S² is 2.024. For the total energy, the calculation gives -4675.89313 a.u.